Entry 1:
The following is a DFT calculation (ωB97M-V with the def2-TZVPD basis set) of a single C5H7N molecule at a distorted geometry.

Element x y z (Å)
C1 1.4517 0.5416 1.0037
C2 -0.6833 -0.6757 0.6428
H1 2.2467 0.9276 0.3616
H2 1.0602 0.7247 -1.7164
H3 1.0400 1.3651 1.6045
H4 1.8345 -0.2416 1.6616
C3 0.2609 0.2373 -1.1680
N1 0.4183 -0.0088 0.1621
H5 -1.7893 0.3933 -1.8554
H6 -0.8302 -0.8045 1.7028
C4 -0.9927 -0.2292 -1.5323
C5 -1.5306 -0.8678 -0.4052
H7 -2.4862 -1.3620 -0.4618

Force components x, y, z for each atom (eV/Å):
0.149 -0.069 0.004
0.126 -0.093 0.263
-0.022 -0.078 0.236
-0.384 0.185 0.102
0.187 -0.205 -0.123
0.145 0.215 -0.013
-0.183 0.442 0.335
-0.015 -0.373 0.026
-0.220 0.206 -2.567
0.233 -0.344 -0.004
0.323 0.351 0.477
-0.183 -0.404 0.728
-0.155 0.167 0.535

* charge: 0
* HOMO: -8.1 eV
* energy relative to the best compared isomer or geometry (same formula, charge and spin): 1.650 eV
* SMILES string: Cn1cccc1
* Kohn-Sham gap: 9.05 eV
* LUMO energy: 1.0 eV
* spin multiplicity: 1

=====

Entry 2:
The following is a DFT calculation (ωB97M-V with the def2-TZVPD basis set) of a single C5H7N molecule at a distorted geometry.

Element x y z (Å)
C1 -1.4329 -0.7298 0.3693
H1 1.2799 0.2824 1.6242
N1 -0.3523 2.4346 -1.2483
H2 -2.2344 -0.1774 0.8712
H3 -1.1241 -1.5536 1.0249
C2 1.0385 -0.5418 -0.4809
H4 -1.9118 -1.2162 -0.5022
C3 -0.5104 1.3757 -0.8051
C4 1.1633 0.4911 0.5720
H5 1.7538 1.3657 0.2524
H6 1.4514 -0.3234 -1.4596
H7 1.1179 -1.5613 -0.1328
C5 -0.2388 0.1541 -0.0852

Force components x, y, z for each atom (eV/Å):
0.242 0.264 0.119
0.136 -0.549 -0.006
-0.813 -0.788 -0.017
0.334 0.095 0.024
0.162 0.351 -0.057
0.168 -0.276 -0.110
0.473 0.385 0.165
0.516 0.950 -0.660
-0.134 -0.172 0.398
-1.138 -0.120 0.260
0.087 -0.124 0.163
-0.162 -0.189 -0.296
0.130 0.174 0.016

* charge: 0
* HOMO: -10.0 eV
* energy relative to the best compared isomer or geometry (same formula, charge and spin): 1.660 eV
* SMILES string: CC1(C#N)CC1
* Kohn-Sham gap: 10.90 eV
* LUMO energy: 0.9 eV
* spin multiplicity: 1

=====

Entry 3:
The following is a DFT calculation (ωB97M-V with the def2-TZVPD basis set) of a single C5H7N molecule.

Element x y z (Å)
C1 -0.6680 -0.5411 -1.3346
C2 0.4301 0.8453 0.2725
C3 1.6430 0.0406 0.4326
H1 0.5934 1.5934 -0.5111
H2 -1.7163 0.1026 1.7152
C4 2.6651 -0.5834 0.5496
H3 3.5644 -1.1538 0.6370
H4 0.1745 1.3844 1.1882
H5 -2.7441 -0.3128 0.1861
N1 -0.7504 0.0535 -0.1496
C5 -1.8292 0.0450 0.6411
H6 -1.4000 -1.3019 -1.5623
H7 0.0375 -0.1718 -2.0646

Force components x, y, z for each atom (eV/Å):
-0.060 0.052 -0.035
0.027 0.117 0.008
0.441 -0.279 0.059
-0.026 -0.080 0.134
0.113 0.219 -0.160
-0.452 0.239 -0.054
-0.177 0.122 0.011
0.012 -0.175 -0.104
0.132 -0.084 0.171
-0.107 -0.063 -0.139
0.019 -0.133 0.041
0.029 0.182 -0.085
0.050 -0.116 0.154

* charge: 0
* HOMO: -6.8 eV
* energy relative to the best compared isomer or geometry (same formula, charge and spin): 4.575 eV
* Kohn-Sham gap: 7.74 eV
* LUMO energy: 0.9 eV
* spin multiplicity: 1

=====

Entry 4:
The following is a DFT calculation (ωB97M-V with the def2-TZVPD basis set) of a gas-phase ion, C5H7N2 (charge +1) at a distorted geometry.

Element x y z (Å)
H1 -1.8011 0.4819 -0.6007
H2 -1.4126 2.1861 -0.2906
N1 0.6305 -0.8288 0.1963
C1 -1.2685 1.1655 0.0632
H3 -0.7927 -1.8099 -0.9708
N2 1.9188 -0.7948 0.0615
H4 1.5518 2.5274 -0.0807
C2 2.1760 0.4097 -0.2460
H5 -1.7133 1.0910 1.0615
H6 0.3729 -2.8412 -0.0885
C3 -0.2216 -1.9259 -0.0438
C4 1.3450 1.4801 0.0131
C5 0.1419 0.8503 0.1347
H7 -0.9271 -1.9913 0.7908

Force components x, y, z for each atom (eV/Å):
0.020 0.031 -0.001
0.041 -0.001 -0.003
-0.858 4.873 -0.209
-0.518 0.102 0.120
0.172 0.075 0.025
0.178 -1.464 0.241
-0.052 0.211 -0.105
1.125 0.414 -0.554
-0.003 -0.039 -0.031
-0.048 0.149 -0.016
-0.586 -1.220 0.152
-1.112 -0.151 0.513
1.613 -2.976 -0.022
0.026 -0.004 -0.109

* charge: +1
* HOMO (alpha / beta): -15.0 / -14.8 eV
* energy relative to the best compared isomer or geometry (same formula, charge and spin): 6.944 eV
* SMILES string: Cc1cc#[n+]n1C
* Kohn-Sham gap (alpha / beta): 7.47 / 8.38 eV
* LUMO energy (alpha / beta): -7.5 / -6.4 eV
* spin multiplicity: 1